150
Properties=species:S:1:pos:R:3:forces:R:3:lowdin_charge:R:1 method="wB97M-V/def2-TZVPD" charge=-1 e_homo_ev=-6.55 homo_lumo_gap_ha=0.2924 relative_energy_kj_mol=0.0
As -0.03639 -0.55353 -0.54985 0.46 -0.39 -2.31 1.007
F -0.95693 0.46448 0.59822 0.98 -1.52 -0.60 -0.251
F -0.09270 -2.07181 0.45706 -0.05 2.37 -0.56 -0.284
F 0.87068 -1.45372 -1.88799 -1.22 1.30 2.09 -0.289
F -0.09976 0.82402 -1.68793 0.47 -0.44 0.55 -0.289
F 1.53347 0.08357 0.07261 -1.97 -1.12 -0.33 -0.256
F -1.53656 -1.09338 -1.35320 1.27 0.37 0.93 -0.261
C -0.82187 -0.45592 -6.00666 0.12 1.81 -0.51 -0.802
O -1.54035 -1.18818 -6.60043 -2.40 -1.62 -2.07 0.056
N 0.05494 -0.87289 -5.15035 2.91 -2.47 3.09 0.168
N -0.70425 0.87809 -6.10575 -1.12 1.83 -0.95 0.145
H 0.55280 -0.22829 -4.55309 -0.05 -0.58 -0.05 0.068
H 0.10084 -1.87164 -5.00720 0.09 0.31 0.36 0.118
H 0.04603 1.27698 -5.55979 0.01 0.81 -0.30 0.032
H -1.21386 1.38441 -6.81570 0.21 -0.15 0.31 0.104
C -2.91996 2.98968 -2.13134 -2.89 1.97 3.72 -0.829
O -3.72289 3.90082 -2.00669 -1.01 1.10 0.31 0.010
N -2.51337 2.21154 -1.16948 1.27 -2.02 3.57 0.167
N -2.47422 2.62349 -3.23859 2.86 -1.37 -7.97 0.185
H -1.69251 1.63543 -1.28939 -0.46 0.14 -0.02 0.043
H -2.88082 2.25481 -0.22969 0.10 0.58 -0.12 0.059
H -2.79521 3.10778 -4.06474 0.25 -0.07 0.21 0.126
H -1.75009 1.92966 -3.35835 -0.34 0.01 -0.02 0.100
C -1.38653 -5.49256 -0.33684 1.32 -0.97 -2.52 -0.760
O -1.49792 -6.66279 -0.66664 0.74 -1.20 0.36 0.007
N -2.43953 -4.81163 -0.01006 -3.94 1.46 1.75 0.166
N -0.29690 -4.73275 -0.51063 1.71 0.35 0.32 0.182
H -3.27134 -5.38162 -0.06753 -0.04 0.40 0.14 0.117
H -2.56121 -3.80927 -0.03421 0.09 -0.05 0.03 0.065
H 0.51870 -5.11177 -0.97022 -0.24 0.16 0.10 0.102
H -0.32994 -3.76577 -0.22087 0.25 -0.36 -0.36 0.048
C 2.50452 4.82710 5.31090 -0.19 -1.10 -1.19 -0.072
C 3.06233 4.84466 3.80161 -0.73 1.46 2.09 -0.320
C 2.12093 4.05641 2.75204 1.01 1.01 2.49 -0.164
O 1.51283 2.97633 3.42530 0.62 -0.18 0.95 -0.216
C 1.01385 1.95631 2.60601 -0.33 0.48 -0.86 -0.116
N 3.29961 6.34358 3.62640 -0.44 -1.30 -0.33 0.002
H 1.47565 5.17125 5.41612 -0.15 0.21 -0.41 0.052
H 3.09560 5.41015 6.01714 0.34 -0.01 -0.43 0.067
H 2.46819 3.78793 5.63785 0.10 0.01 0.12 0.063
H 4.04990 4.39989 3.92400 -0.02 -0.22 -0.60 0.115
H 2.79680 3.72313 1.96450 -0.50 0.11 -0.56 0.120
H 1.32789 4.77231 2.53601 0.08 0.09 -0.99 0.114
H 0.39368 1.25473 3.16395 0.37 0.17 0.37 0.072
H 1.80158 1.42839 2.06854 0.10 -0.13 0.08 0.079
H 0.36305 2.42450 1.86753 -0.10 -0.15 -0.39 0.064
H 3.53968 6.67981 2.70476 0.15 -0.44 -0.36 0.049
H 2.43551 6.81253 3.85770 -0.17 0.10 0.11 0.048
C -5.99552 -1.42262 1.07455 -1.40 -0.78 1.87 -0.082
C -5.05546 -1.09447 0.03427 -0.72 -1.41 -3.43 -0.464
C -5.10870 0.39090 -0.28147 0.80 0.18 -0.22 -0.176
O -6.45432 0.90225 -0.36351 2.03 -1.20 1.72 -0.172
C -6.87157 1.10590 -1.65546 -1.13 0.66 -0.52 -0.134
N -3.75088 -1.79581 0.19462 -0.93 1.97 0.53 0.088
H -6.08318 -2.50390 1.18073 0.39 0.01 0.46 0.081
H -7.03013 -1.10208 0.95241 0.24 0.45 -0.44 0.088
H -5.62162 -0.90825 1.95983 -0.18 -0.42 0.72 0.088
H -5.34312 -1.60536 -0.88461 -0.92 0.14 -0.37 0.139
H -4.56221 0.56254 -1.20884 -0.16 0.17 -0.25 0.113
H -4.49264 0.90280 0.45780 -0.45 0.53 0.47 0.103
H -7.95879 1.08405 -1.58082 -0.17 0.12 -0.38 0.087
H -6.57780 0.33055 -2.36300 0.28 0.00 -0.07 0.093
H -6.56442 2.10861 -1.95270 0.12 -0.02 -0.62 0.091
H -3.35865 -1.19290 0.90367 1.17 -0.23 0.41 0.035
H -3.28530 -1.51668 -0.65710 0.63 -0.21 -0.03 0.043
C 2.88965 -3.03632 2.21578 1.36 -0.70 -0.23 -0.033
C 3.35764 -3.55329 0.77385 0.23 0.34 3.02 -0.391
C 3.28834 -5.05611 0.62707 -1.20 -1.06 -0.11 -0.223
O 4.32388 -5.74266 1.30489 0.69 -0.13 0.33 -0.189
C 4.22546 -7.18365 1.30064 -0.11 1.26 -0.37 -0.082
N 2.57047 -2.78113 -0.13295 0.23 0.07 -0.23 0.021
H 2.97403 -1.95341 2.30690 0.18 0.17 -0.40 0.069
H 3.54733 -3.42050 2.99550 -0.26 -0.31 0.24 0.071
H 1.84086 -3.23517 2.43627 0.04 -0.56 -0.18 0.057
H 4.40506 -3.27286 0.66262 0.18 0.05 -0.07 0.136
H 3.19680 -5.37955 -0.40980 0.67 0.23 -0.58 0.114
H 2.31891 -5.40255 0.98523 -0.37 -0.02 0.61 0.115
H 5.07057 -7.64097 1.81518 0.02 0.52 0.29 0.080
H 4.30612 -7.53577 0.27224 -0.49 -0.18 -0.15 0.083
H 3.29624 -7.46272 1.79739 -0.10 -0.32 -0.22 0.087
H 1.61310 -2.84291 0.18286 -0.10 -0.24 -0.27 0.024
H 2.83142 -1.86219 0.19499 -0.24 0.66 -0.76 0.063
C -1.46106 -1.43830 5.56525 -1.42 -1.34 -0.56 -0.052
C -1.27202 -2.11539 4.16706 0.16 1.96 1.69 -0.414
C -2.47745 -2.28533 3.25167 0.71 -0.14 1.66 -0.201
O -3.47854 -2.85578 4.10490 0.37 -0.67 -1.33 -0.171
C -4.44260 -3.60395 3.35302 -0.35 0.86 0.17 -0.087
N -0.22279 -1.30900 3.57669 1.18 -1.31 -0.45 0.049
H -1.87824 -0.44017 5.43183 -0.06 0.02 0.08 0.056
H -0.55185 -1.36745 6.16225 0.18 -0.12 -0.50 0.070
H -2.16297 -2.07855 6.09959 -0.27 0.38 0.41 0.061
H -0.89433 -3.12619 4.32111 0.19 0.01 0.16 0.140
H -2.09611 -2.92113 2.45264 -0.53 -0.62 -0.13 0.106
H -2.72828 -1.36148 2.73044 -0.58 0.41 0.49 0.097
H -5.26242 -2.89750 3.22301 -0.26 -0.41 -0.53 0.063
H -4.83779 -4.47836 3.87005 0.38 0.07 0.48 0.082
H -4.02881 -3.94088 2.40256 -0.09 0.13 -0.10 0.069
H -0.50430 -0.57268 2.94526 -0.30 -0.34 -0.28 0.038
H 0.29318 -2.04730 3.11975 0.76 0.98 -0.95 0.035
C 2.01885 3.68752 -2.73295 0.43 1.31 -1.14 -0.036
C 1.61586 3.35582 -4.19874 -2.75 0.68 2.09 -0.432
C 2.38284 4.04560 -5.30545 -0.63 -0.07 1.22 -0.180
O 2.19203 5.46387 -5.03325 2.72 -0.77 -0.66 -0.176
C 3.26223 6.15687 -5.71759 -0.44 1.06 -0.31 -0.108
N 1.35747 1.93892 -4.25499 0.93 -0.56 -1.97 0.030
H 2.97936 3.24884 -2.46263 0.21 0.06 -0.14 0.078
H 1.31641 3.39348 -1.95307 -0.36 -0.25 -0.46 0.070
H 2.06544 4.77651 -2.73698 0.37 0.08 0.59 0.068
H 0.64631 3.81922 -4.38127 -0.47 0.21 0.57 0.129
H 1.92338 3.87817 -6.27959 0.30 -0.57 -0.11 0.133
H 3.40321 3.67353 -5.21313 0.51 0.63 -0.55 0.124
H 2.87605 6.55729 -6.65494 -0.05 -0.10 -0.23 0.080
H 4.18499 5.62594 -5.95154 -0.36 -0.84 0.16 0.079
H 3.65599 7.02519 -5.18929 -0.61 0.04 0.64 0.079
H 2.26114 1.55076 -4.48484 0.03 -1.01 0.35 0.095
H 1.00162 1.57943 -3.38078 0.34 0.07 0.28 0.051
C -3.53875 1.86082 3.53985 -0.75 0.23 -0.09 -0.025
C -2.90698 3.14552 2.94600 -0.94 1.01 2.84 -0.420
C -1.95003 3.89183 3.90065 0.78 -0.13 2.34 -0.157
O -2.60381 4.42538 5.10480 -0.85 0.28 -0.70 -0.214
C -1.88956 5.28149 6.01131 -0.20 -1.36 -0.56 -0.106
N -2.33026 2.88325 1.68658 0.39 -0.78 -0.81 0.052
H -2.90797 1.25418 4.18961 0.25 0.14 -0.11 0.062
H -3.99455 1.22127 2.78400 0.66 -0.10 -0.59 0.052
H -4.46665 2.06746 4.07315 0.33 0.51 0.61 0.078
H -3.68345 3.91037 2.96033 -0.60 -0.16 -1.03 0.136
H -1.45781 4.70264 3.36360 0.03 0.17 -0.18 0.115
H -1.19623 3.25194 4.35939 0.53 -0.37 -0.64 0.115
H -1.49925 6.17554 5.52506 0.03 0.08 0.01 0.080
H -1.10579 4.71927 6.51895 0.57 -0.01 -0.28 0.074
H -2.56048 5.51882 6.83693 -0.35 0.29 -0.40 0.080
H -1.74615 2.06692 1.79844 0.10 -0.23 -0.25 0.040
H -1.72167 3.59284 1.30422 -0.16 0.44 0.08 0.091
C 3.17389 -3.05898 -4.94080 1.79 0.25 -1.08 -0.084
C 3.77353 -3.41382 -3.59126 -1.17 -0.37 -1.37 -0.417
C 5.00032 -2.49465 -3.11817 -2.43 0.60 -0.16 -0.190
O 6.16823 -2.45418 -3.90941 0.45 -2.25 1.00 -0.187
C 6.96332 -3.69206 -3.83001 -0.70 1.19 -0.93 -0.072
N 2.56636 -3.59194 -2.80047 1.19 -0.15 1.42 0.029
H 2.42361 -3.76146 -5.30372 0.21 -0.22 0.30 0.079
H 4.04560 -3.07524 -5.59499 -0.26 0.21 -0.84 0.067
H 2.72134 -2.07001 -5.01307 0.12 0.21 0.37 0.060
H 4.07251 -4.45990 -3.65780 0.92 0.00 -0.27 0.119
H 5.09743 -2.66911 -2.04661 0.86 -0.48 0.20 0.105
H 4.66944 -1.45640 -3.14383 -0.37 0.14 -0.12 0.116
H 7.40265 -3.93568 -2.86266 0.02 0.64 0.27 0.079
H 7.71746 -3.47732 -4.58714 0.23 -0.51 0.23 0.083
H 6.37926 -4.57070 -4.10378 -0.16 0.10 -0.28 0.073
H 1.96886 -2.77968 -2.74282 0.27 0.25 -0.06 0.026
H 2.93324 -3.70600 -1.86640 -0.86 0.02 0.43 0.006